Molecular formula: C42H59Br2N8O3RbSeSi
Method: DFT, ωB97M-V/def2-TZVPD

Each line ends with the Mulliken charge.
Positions of all 117 atoms, in Å:
Rb 1.15 1.11 -0.21  0.368
C -4.75 2.10 -0.50  -1.265
N -3.62 1.29 -0.92  0.863
C -3.76 0.56 -2.17  -1.276
C -2.45 1.21 -0.23  0.290
O -1.54 0.48 -0.58  0.022
C -2.32 2.09 1.01  -1.770
O -0.96 2.42 1.15  0.243
C -0.74 3.29 2.23  -1.220
C 0.76 3.57 2.32  0.409
O 1.53 3.01 1.56  -0.579
N 1.16 4.45 3.27  0.200
C 0.29 5.15 4.19  -1.015
C 2.58 4.73 3.42  -1.032
H -5.65 1.69 -0.96  0.396
H -4.66 3.14 -0.81  0.234
H -4.89 2.06 0.58  0.429
H -4.14 1.23 -2.94  0.464
H -4.44 -0.28 -2.07  0.374
H -2.79 0.18 -2.47  0.208
H -2.67 1.51 1.87  0.470
H -2.92 3.00 0.92  0.691
H -1.09 2.84 3.17  0.520
H -1.29 4.23 2.08  0.511
H -0.76 4.92 4.00  0.348
H 0.42 6.23 4.09  0.328
H 0.52 4.86 5.22  0.347
H 3.14 4.10 2.75  0.228
H 2.88 4.53 4.45  0.339
H 2.79 5.78 3.20  0.328
C 2.73 -0.40 3.61  -1.278
C 3.41 -1.12 2.47  0.464
C 4.44 -2.01 2.72  -0.814
C 5.04 -2.62 1.62  -0.748
C 4.61 -2.33 0.35  -0.608
C 3.54 -1.41 0.15  -0.125
N 2.97 -0.83 1.25  0.690
N 3.03 -1.08 -1.04  0.555
Si 3.43 -1.57 -2.60  -0.061
C 2.26 -0.67 -3.77  -0.742
C 3.19 -3.42 -2.90  -0.957
C 5.18 -1.13 -3.14  -1.058
H 2.72 -0.99 4.52  0.396
H 1.70 -0.17 3.33  0.021
H 3.24 0.54 3.82  0.303
H 4.76 -2.23 3.73  0.426
H 5.85 -3.33 1.76  0.396
H 5.07 -2.80 -0.51  0.338
H 1.22 -0.89 -3.50  0.091
H 2.40 -0.97 -4.82  0.378
H 2.40 0.41 -3.70  0.055
H 2.12 -3.68 -2.87  0.150
H 3.69 -4.02 -2.14  0.282
H 3.57 -3.73 -3.88  0.446
H 5.32 -0.04 -3.13  0.192
H 5.38 -1.48 -4.16  0.368
H 5.93 -1.57 -2.49  0.289
Br -1.59 6.09 -5.79  -0.176
C -0.91 5.08 -4.35  -0.131
C -1.77 4.54 -3.41  -0.983
C -1.20 3.79 -2.39  -0.053
N 0.11 3.58 -2.26  0.177
C 0.92 4.12 -3.17  0.711
C 0.45 4.87 -4.24  -0.806
C 2.39 3.86 -2.99  0.389
C 3.35 4.56 -3.70  -0.852
C 4.68 4.24 -3.49  -0.085
Br 6.02 5.16 -4.45  -0.181
C 5.03 3.25 -2.59  -0.623
C 3.99 2.62 -1.91  -0.501
N 2.71 2.92 -2.10  0.523
H -2.84 4.69 -3.47  0.454
H -1.83 3.34 -1.64  0.435
H 1.12 5.28 -4.99  0.384
H 3.09 5.34 -4.41  0.418
H 6.05 2.97 -2.41  0.489
H 4.20 1.83 -1.20  0.406
C -4.47 -2.55 4.65  -1.173
C -4.47 -3.45 3.41  0.163
C -5.17 -2.83 2.21  -0.867
C -4.45 -1.62 1.62  -1.384
N -3.25 -2.01 0.89  1.617
C -1.96 -1.83 1.28  -1.619
Se -1.40 -1.05 2.85  -0.166
N -1.17 -2.33 0.30  3.192
C 0.29 -2.32 0.27  -1.798
C 0.93 -3.68 0.44  0.038
C 0.80 -4.29 1.84  -0.626
C -0.58 -4.88 2.15  -0.843
C -1.96 -2.79 -0.75  0.217
C -1.62 -3.31 -1.98  -1.273
C -2.67 -3.65 -2.83  -0.862
C -4.00 -3.48 -2.44  -0.851
C -4.33 -2.95 -1.20  -1.060
C -3.28 -2.60 -0.37  0.887
H -4.22 -3.11 5.54  0.370
H -5.46 -2.11 4.80  0.324
H -3.75 -1.74 4.55  0.197
H -4.95 -4.40 3.64  0.444
H -3.44 -3.69 3.14  -0.242
H -6.18 -2.51 2.50  0.507
H -5.30 -3.57 1.42  0.361
H -4.12 -0.93 2.40  0.545
H -5.10 -1.08 0.93  0.353
H 0.62 -1.64 1.06  -0.104
H 0.60 -1.87 -0.68  0.136
H 1.99 -3.54 0.21  -0.038
H 0.54 -4.39 -0.30  0.542
H 1.04 -3.52 2.58  0.157
H 1.55 -5.07 1.95  0.425
H -1.33 -4.11 2.30  -0.116
H -0.55 -5.48 3.06  0.495
H -0.91 -5.53 1.33  0.275
H -0.59 -3.44 -2.28  0.535
H -2.45 -4.07 -3.80  0.465
H -4.79 -3.77 -3.12  0.422
H -5.37 -2.81 -0.91  0.464

Properties
LUMO level   -0.23 eV
Total charge   0
Kohn-Sham gap   5.71 eV
Calculated total energy   -10162.80252 a.u.